Here is C29H46BeBr4Cl5F5LiMgN3O4S2 as an isolated structure at a distorted geometry from the OMol25 dataset. Energies are from wB97M-V/def2-TZVPD.

```
101
Properties=species:S:1:pos:R:3
Br -5.541 4.220 -1.632
Br 6.629 0.981 5.278
Br 5.778 -1.785 3.903
Br 8.043 0.052 2.566
Cl 4.440 -4.407 -0.002
Cl 4.370 -3.403 -2.720
Cl -2.115 1.776 0.691
Cl 4.228 -1.663 -4.809
Cl 6.735 -4.768 -1.706
S 1.772 2.653 -0.289
S 1.484 0.191 -1.952
Mg 2.684 3.418 -8.953
F 1.272 1.722 -8.768
F -7.683 -3.956 1.547
F 4.557 -7.348 -2.222
F -5.959 -4.761 0.481
F -7.591 -3.933 -0.668
O 4.219 0.900 -5.115
O -6.228 -2.612 0.578
O -3.825 1.958 -1.425
O -5.681 0.295 -0.299
N 3.796 0.848 -0.620
N 3.325 -0.338 6.263
N -8.967 3.559 2.202
C -7.847 2.943 2.632
C 0.047 -0.232 -0.873
C 3.287 -3.625 7.418
C -4.829 2.596 -0.709
C 4.650 1.877 0.000
C 4.987 -4.682 -1.641
C 3.642 -2.258 8.003
C 3.833 -0.451 0.091
C -6.070 1.615 -0.610
C 3.967 1.683 -7.358
C 3.271 1.459 -6.001
C 3.469 -1.181 7.029
C -6.680 -0.630 -0.740
C -2.171 3.825 -1.183
C -2.519 2.311 -1.002
C 5.262 -1.016 0.342
C -9.156 3.490 0.866
C -1.544 1.516 -1.967
C -6.853 2.277 1.829
C 2.059 0.548 -6.104
C 1.825 -3.747 7.011
C 2.492 1.283 -0.865
C -6.887 -3.804 0.461
C -1.327 0.022 -1.568
C -8.285 2.878 -0.103
C 4.507 1.994 1.559
C 7.214 -0.519 4.215
C -7.124 -1.501 0.499
C -7.062 2.250 0.399
Be 4.353 -5.237 5.473
Li -9.408 0.719 0.540
H -7.076 -0.846 1.391
H 3.228 -0.388 1.023
H -7.606 -0.131 -1.113
H -2.428 4.449 -0.307
H -8.183 -1.809 0.321
H 3.930 -3.834 6.535
H -2.068 1.504 -2.950
H -10.067 3.980 0.472
H 5.516 -0.868 1.411
H 0.115 -1.300 -0.583
H 4.515 2.878 -0.457
H -4.544 2.917 0.309
H 4.523 0.013 -5.480
H 7.973 -1.038 4.786
H 4.574 -5.660 -1.996
H 3.291 2.139 -8.105
H 1.170 -3.573 7.866
H -6.308 -1.275 -1.559
H -0.574 2.034 -2.078
H -1.305 -0.563 -2.519
H -5.947 1.817 2.257
H 4.769 3.017 1.904
H 2.347 -0.439 -6.475
H -6.557 1.679 -1.612
H 1.619 -4.748 6.625
H 3.025 -2.063 8.883
H 1.567 -3.030 6.229
H 6.055 -0.507 -0.241
H 2.961 2.423 -5.582
H -1.100 3.955 -1.437
H 1.615 0.404 -5.118
H -8.494 2.880 -1.183
H -2.139 -0.420 -0.961
H 4.840 2.332 -7.227
H 3.509 -4.394 8.163
H 4.680 -2.269 8.342
H 5.331 -2.096 0.121
H -2.727 4.201 -2.071
H 5.118 1.259 2.115
H 3.442 1.810 1.820
H 3.304 -1.194 -0.550
H -7.656 2.979 3.720
H 0.164 0.362 0.054
H 1.306 0.961 -6.770
H 5.710 1.606 -0.209
H 4.329 0.741 -7.773
```

Output
E_HOMO = -10.716 eV
total energy = -427542.22565 eV
molecular weight = 1196.967 u
lowest unoccupied orbital energy = -9.052 eV
net charge = +2
2S+1 = 1

Here are the Löwdin charges for atoms 1 to 6, given in e:
1 Br 0.7908
2 Br 0.5837
3 Br 0.5391
4 Br 0.6125
5 Cl 0.6420
6 Cl 0.5368


Here is one molecule with the formula C9H11NO2 at a distorted geometry from the OMol25 dataset. Energies are from wB97M-V/def2-TZVPD.

```
23
Properties=species:S:1:pos:R:3
O 2.137 2.303 -0.192
O -1.596 0.353 -0.481
N -0.804 2.292 0.280
C -0.621 1.098 -0.079
C -2.655 0.156 0.436
C -3.567 -0.750 -0.369
C 3.096 0.122 -0.142
C 3.059 -1.215 0.038
C 1.797 -1.801 0.194
C 0.719 -1.048 0.074
C 0.703 0.323 0.036
C 1.959 0.949 -0.066
H 1.721 -2.890 0.095
H 3.037 2.443 -0.533
H -2.324 -0.233 1.436
H -3.238 1.090 0.703
H -4.552 -0.903 0.152
H -2.974 -1.726 -0.555
H 3.838 -1.955 0.017
H 0.069 2.682 0.655
H -0.247 -1.444 0.120
H -3.581 -0.382 -1.366
H 4.025 0.534 -0.452
```

Output
E_HOMO = -8.892 eV
total energy = -15094.99907 eV
molecular weight = 165.192 u
lowest unoccupied orbital energy = 0.702 eV
structure (SMILES) = [H]/N=C(/OCC)c1ccccc1O
2S+1 = 1

Here are the natural (NBO) charges for atoms 1 to 6, given in e:
1 O -0.6698
2 O -0.5285
3 N -0.6593
4 C 0.5709
5 C -0.0700
6 C -0.6255


> Which value of 2S+1 does entry 2 give?

1


> Which of these has the highest total energy?

C9H11NO2


> Which value of lowest unoccupied orbital energy does entry 2 give?

0.702 eV


> The lowest E_HOMO belongs to which entry?

C29H46BeBr4Cl5F5LiMgN3O4S2